No. 1
This record from the OMol25 dataset describes C40H93CaF3N12O13PS as an isolated structure. The level of theory is wB97M-V/def2-TZVPD.

```
164
C40H93CaF3N12O13PS | the OMol25 dataset | wB97M-V/def2-TZVPD
Ca 16.458 9.384 -14.078
C 13.719 12.831 -15.802
F 13.702 12.147 -16.969
F 13.421 14.095 -16.004
F 12.775 12.251 -14.998
S 15.367 12.714 -15.009
O 15.320 13.430 -13.764
O 15.501 11.284 -14.772
O 16.293 13.256 -15.953
C 13.723 10.332 -12.128
O 14.602 9.698 -12.699
N 12.437 10.253 -12.372
C 11.469 11.025 -11.639
C 11.889 9.421 -13.413
H 13.927 11.093 -11.367
H 10.917 11.671 -12.315
H 11.965 11.745 -10.972
H 10.917 10.391 -10.949
H 11.493 10.040 -14.215
H 12.671 8.799 -13.852
H 11.165 8.698 -13.036
C 19.287 14.862 -16.069
O 20.134 14.084 -16.472
N 19.399 15.603 -14.956
C 18.529 16.713 -14.652
C 20.612 15.562 -14.164
H 18.351 15.051 -16.618
H 19.198 17.563 -14.509
H 17.927 16.549 -13.758
H 17.873 16.924 -15.490
H 20.371 15.547 -13.099
H 21.182 14.667 -14.399
H 21.237 16.435 -14.372
C 9.326 14.325 -13.081
O 8.412 14.374 -12.300
N 9.749 15.349 -13.859
C 10.803 15.203 -14.840
C 9.151 16.688 -13.783
H 9.922 13.411 -13.255
H 10.945 14.149 -15.077
H 11.772 15.597 -14.514
H 10.558 15.771 -15.741
H 9.877 17.475 -13.622
H 8.539 16.795 -14.686
H 8.389 16.684 -13.003
C 18.391 10.828 -11.346
O 17.535 10.529 -12.176
N 18.947 12.031 -11.293
C 19.999 12.347 -10.337
C 18.484 13.090 -12.138
H 18.795 10.133 -10.601
H 20.915 12.571 -10.876
H 20.079 11.614 -9.540
H 19.669 13.240 -9.790
H 17.657 12.815 -12.784
H 18.201 13.931 -11.502
H 19.288 13.419 -12.807
C 13.180 17.540 -17.491
O 12.086 18.049 -17.536
N 13.971 17.509 -16.400
C 15.312 16.912 -16.365
C 13.453 18.141 -15.186
H 13.555 17.021 -18.386
H 16.022 17.734 -16.358
H 15.418 16.238 -17.219
H 15.378 16.185 -15.550
H 12.713 17.534 -14.681
H 14.315 18.329 -14.549
H 13.053 19.111 -15.484
C 12.735 7.498 -18.901
O 13.678 8.126 -19.371
N 11.952 7.914 -17.867
C 11.048 7.025 -17.155
C 12.020 9.257 -17.349
H 12.409 6.515 -19.285
H 11.232 6.016 -17.505
H 10.037 7.363 -17.394
H 11.192 7.126 -16.083
H 12.329 9.372 -16.306
H 12.738 9.910 -17.841
H 11.054 9.751 -17.507
C 16.380 9.140 -17.957
O 16.596 9.383 -16.758
N 16.426 10.054 -18.923
C 16.343 9.651 -20.290
C 16.890 11.404 -18.680
H 16.124 8.150 -18.353
H 16.056 8.613 -20.406
H 17.305 9.826 -20.780
H 15.588 10.240 -20.805
H 17.009 11.661 -17.639
H 17.845 11.502 -19.220
H 16.232 12.100 -19.209
C 19.174 11.154 -15.449
O 18.230 10.711 -14.807
N 20.447 10.891 -15.189
C 21.496 11.326 -16.058
C 20.851 9.962 -14.178
H 19.040 11.758 -16.351
H 22.175 11.974 -15.494
H 21.099 12.020 -16.796
H 22.071 10.519 -16.504
H 21.271 9.071 -14.648
H 21.623 10.423 -13.562
H 20.002 9.685 -13.563
O 15.647 16.462 -9.212
P 14.296 16.653 -9.752
N 13.601 15.292 -10.429
C 14.484 14.377 -11.125
C 12.218 14.882 -10.343
N 14.204 17.768 -10.974
C 12.909 17.909 -11.647
C 15.395 18.091 -11.754
N 13.194 17.182 -8.646
C 13.151 18.559 -8.238
C 12.559 16.239 -7.737
H 13.916 13.774 -11.834
H 15.118 13.731 -10.502
H 15.169 14.906 -11.798
H 12.120 13.948 -9.767
H 11.783 14.733 -11.342
H 11.581 15.614 -9.858
H 12.175 17.990 -10.852
H 12.957 18.818 -12.244
H 12.810 17.047 -12.319
H 15.749 17.221 -12.317
H 15.086 18.847 -12.486
H 16.154 18.617 -11.181
H 12.137 18.946 -8.192
H 13.702 18.687 -7.301
H 13.764 19.105 -8.960
H 12.931 15.235 -7.897
H 11.469 16.267 -7.908
H 12.621 16.554 -6.691
C 12.539 14.884 -19.856
C 11.803 14.667 -21.199
C 12.244 13.351 -21.796
C 11.646 12.103 -21.157
C 10.142 12.181 -20.907
C 9.603 13.516 -20.399
N 10.360 14.575 -21.040
O 9.770 15.832 -20.765
C 8.168 13.589 -20.882
C 9.727 13.579 -18.882
C 12.127 15.829 -22.099
H 12.007 15.594 -19.213
H 13.523 15.360 -19.957
H 12.687 13.953 -19.309
H 12.039 13.305 -22.877
H 13.332 13.186 -21.777
H 12.151 11.893 -20.196
H 11.848 11.183 -21.704
H 9.851 11.372 -20.224
H 9.595 11.852 -21.802
H 7.587 14.381 -20.390
H 8.157 13.872 -21.938
H 7.567 12.693 -20.724
H 8.899 13.060 -18.387
H 10.664 13.139 -18.537
H 9.734 14.612 -18.527
H 11.919 16.769 -21.591
H 11.520 15.852 -23.013
H 13.153 15.796 -22.470
H 9.282 16.014 -21.576
```

**Net charge**: +1
**Max |F|**: 0.040 hartree/bohr
**LUMO**: -2.845 eV
**Relative energy (zero: lowest compared OMol25 entry of this formula, charge and spin)**: 0.000 eV



No. 2
This record from the OMol25 dataset describes a 33-piece molecular cluster, C40H96N10O23 overall. The level of theory is wB97M-V/def2-TZVPD.

```
169
C40H96N10O23 | the OMol25 dataset | wB97M-V/def2-TZVPD
N -2.589 0.674 5.360
C -1.289 0.710 5.806
C -1.063 -0.425 6.558
C -2.311 -1.149 6.601
C -3.241 -0.422 5.878
H -2.996 1.458 4.862
H -0.561 1.445 5.446
H -0.156 -0.590 7.261
H -2.547 -2.025 7.186
H -4.254 -0.679 5.639
N 4.650 -4.727 -1.880
C 5.252 -3.570 -1.613
C 4.801 -2.651 -2.500
C 3.976 -3.373 -3.456
C 3.963 -4.664 -3.050
H 4.762 -5.627 -1.517
H 5.829 -3.427 -0.737
H 5.132 -1.649 -2.517
H 3.430 -3.040 -4.347
H 3.736 -5.607 -3.539
N -1.443 3.887 -4.090
C -2.620 3.430 -4.690
C -2.279 2.813 -5.815
C -0.851 2.882 -5.933
C -0.387 3.577 -4.846
H -1.451 4.363 -3.195
H -3.500 3.646 -4.176
H -2.979 2.127 -6.430
H -0.231 2.480 -6.729
H 0.702 3.784 -4.613
N 0.294 0.505 1.347
C -0.567 -0.149 0.518
C -0.297 0.217 -0.757
C 0.827 1.158 -0.723
C 1.158 1.269 0.576
H 0.295 0.472 2.343
H -1.440 -0.721 0.878
H -0.849 -0.155 -1.611
H 1.279 1.583 -1.607
H 1.909 1.910 1.032
N -5.084 3.856 0.328
C -4.591 4.928 1.006
C -4.245 5.826 0.014
C -4.490 5.248 -1.267
C -5.086 4.002 -1.028
H -5.386 3.031 0.853
H -4.433 4.869 2.055
H -3.666 6.767 0.213
H -4.427 5.787 -2.184
H -5.517 3.262 -1.718
N -6.851 -0.082 -0.791
C -5.754 -0.565 -0.124
C -5.583 -1.875 -0.565
C -6.698 -2.251 -1.435
C -7.414 -1.119 -1.572
H -7.335 0.751 -0.567
H -5.309 -0.043 0.659
H -4.766 -2.469 -0.133
H -6.968 -3.227 -1.866
H -8.307 -0.891 -2.170
N 1.004 -6.623 -2.265
C 0.472 -7.737 -1.680
C 0.647 -8.797 -2.545
C 1.216 -8.273 -3.719
C 1.382 -6.940 -3.558
H 1.072 -5.653 -1.956
H 0.076 -7.711 -0.673
H 0.207 -9.761 -2.443
H 1.413 -8.772 -4.657
H 1.791 -6.222 -4.237
N 3.640 -7.767 -0.320
C 4.907 -8.279 -0.276
C 5.608 -7.504 0.630
C 4.692 -6.573 1.207
C 3.483 -6.838 0.614
H 2.890 -8.152 -0.830
H 5.178 -9.174 -0.891
H 6.623 -7.641 1.029
H 4.975 -5.835 1.929
H 2.520 -6.471 0.783
N -0.841 -3.043 -2.245
C 0.514 -2.831 -2.556
C 1.263 -3.111 -1.420
C 0.336 -3.554 -0.462
C -0.945 -3.462 -0.963
H -1.564 -2.859 -2.956
H 0.818 -2.459 -3.518
H 2.287 -3.044 -1.225
H 0.808 -3.819 0.483
H -1.883 -3.544 -0.404
N 2.855 -0.805 3.264
C 2.025 -1.166 4.260
C 1.781 -2.527 4.301
C 2.463 -3.020 3.129
C 3.058 -1.924 2.520
H 3.336 0.064 3.228
H 1.550 -0.466 4.917
H 1.195 -3.055 5.046
H 2.493 -4.080 2.742
H 3.529 -1.933 1.558
O 1.859 4.226 5.072
H 1.259 4.056 5.808
H 1.384 4.897 4.579
O -3.759 1.171 -2.046
H -3.421 2.030 -1.745
H -3.523 0.584 -1.333
O 0.790 5.016 -1.906
H 1.449 4.445 -2.323
H 1.244 5.860 -1.924
O -1.643 4.182 -0.719
H -2.508 4.695 -0.870
H -0.891 4.536 -1.251
O 2.323 7.517 -1.053
H 2.658 7.058 -0.295
H 3.157 7.526 -1.557
O -3.955 2.832 4.011
H -3.975 2.264 3.249
H -3.454 3.657 3.765
O -1.491 -2.084 3.612
H -1.417 -1.819 4.524
H -0.579 -2.179 3.369
O 4.112 3.928 1.510
H 4.265 3.447 0.678
H 4.131 3.296 2.216
O 5.908 3.256 5.675
H 6.569 2.770 6.239
H 6.003 4.226 5.795
O -0.188 0.438 -4.447
H -0.627 1.017 -5.097
H -0.631 -0.429 -4.246
O 2.362 1.039 -4.152
H 3.042 0.982 -4.829
H 1.512 0.638 -4.481
O -1.107 3.195 1.794
H -0.356 2.757 1.343
H -1.455 3.801 1.132
O 3.521 -0.522 -0.770
H 2.492 -0.492 -0.791
H 3.824 -1.164 -1.419
O -3.996 -1.196 2.721
H -3.074 -1.282 3.020
H -4.484 -2.001 2.898
O -2.820 5.309 4.382
H -1.840 5.272 4.187
H -3.010 6.250 4.468
O 3.777 2.413 3.802
H 4.414 2.553 4.514
H 3.086 3.048 4.104
O -3.733 -0.053 -4.734
H -4.411 -0.623 -4.365
H -3.431 0.515 -4.090
O 4.478 2.082 -0.855
H 4.090 1.192 -0.662
H 5.132 1.785 -1.504
O 0.082 5.261 3.315
H 0.518 5.689 2.562
H -0.159 4.416 2.913
O -1.973 -2.177 -4.588
H -2.613 -1.435 -4.829
H -1.656 -2.453 -5.479
O 2.761 3.566 -3.156
H 2.456 2.641 -3.376
H 3.665 3.516 -2.830
O -3.784 1.329 1.820
H -2.875 1.428 1.474
H -3.914 0.488 2.270
O 1.742 5.567 0.978
H 2.494 4.924 1.141
H 1.129 5.139 0.314
```

**Max |F|**: 0.079 hartree/bohr
**LUMO**: 0.216 eV
**Relative energy (zero: lowest compared OMol25 entry of this formula, charge and spin)**: 0.000 eV